No. 1
{"formula": "C7H15N4OS2", "method": "wB97M-V/def2-TZVPD", "elements": ["C", "C", "C", "C", "C", "C", "C", "N", "N", "N", "N", "O", "S", "S", "H", "H", "H", "H", "H", "H", "H", "H", "H", "H", "H", "H", "H", "H", "H"], "xyz": [[3.474530, 1.349930, 0.649218], [2.179222, 1.554744, 1.271175], [-2.060785, 0.072114, 0.551441], [-0.528648, -1.104654, -0.862765], [-3.135582, 0.092327, -0.559117], [-1.539936, -0.807667, -1.981611], [0.328503, -0.147695, 1.263362], [4.448182, 2.105287, 0.527942], [1.567264, 0.354546, 0.758639], [-0.632250, -0.012760, 0.116747], [4.845832, -0.818681, 0.175547], [-2.822223, -0.993714, -1.465546], [3.293605, -0.404170, 0.147777], [5.644084, -2.220607, 0.336173], [2.401340, 1.600046, 2.411664], [1.538135, 2.465262, 0.988509], [-2.144709, 0.740507, 1.324693], [-2.332073, -0.875494, 1.137023], [-0.924474, -1.954810, -0.393621], [0.559479, -1.227114, -1.049860], [-4.105127, -0.341583, -0.154543], [-3.154290, 1.008314, -1.184066], [-1.264076, 0.202517, -2.373054], [-1.352149, -1.490897, -2.754993], [-0.052405, 0.476989, 2.167908], [0.499352, -1.140886, 1.637843], [5.318283, 1.613270, 0.231765], [-0.370279, 0.822662, -0.401655], [4.839492, -3.110727, -0.356665]], "atomic_forces_ev_per_a": [[1.6, 0.7, -0.9], [-2.4, 1.3, 1.5], [-1.3, -3.2, 0.1], [0.8, 0.3, -0.7], [0.1, -1.6, -0.5], [1.8, 0.7, 0.7], [1.4, 2.5, 1.5], [0.9, -0.5, 0.3], [0.0, -0.3, 0.8], [-1.7, -0.4, 0.5], [0.5, 0.0, 1.5], [0.3, 1.0, -0.2], [-0.4, -1.3, -1.2], [-0.7, 0.4, -0.9], [-0.7, -0.1, -1.5], [1.4, -0.8, 0.4], [-0.3, 2.5, 1.3], [1.0, 0.8, -1.0], [-0.1, -1.4, 0.9], [-0.8, 0.1, -0.6], [1.0, 1.7, -0.2], [-0.5, -0.2, 0.8], [-0.9, -0.3, 0.0], [-0.1, -1.0, -1.2], [0.3, -0.9, -1.6], [-0.8, -0.9, -0.4], [-0.8, 0.4, -0.2], [0.2, 0.4, 0.3], [0.2, 0.3, 0.4]], "charge": 1, "de_lowest_kj_mol": 201.1, "lumo_energy_ev": [-4.54, -4.54], "multiplicity": 1, "homo_energy_ev": [-11.64, -11.64], "gap_ev": [7.098, 7.106]}

No. 2
{"formula": "C7H15N4S2", "method": "wB97M-V/def2-TZVPD", "elements": ["C", "C", "C", "C", "C", "C", "C", "N", "N", "N", "N", "S", "S", "H", "H", "H", "H", "H", "H", "H", "H", "H", "H", "H", "H", "H", "H", "H"], "xyz": [[2.109723, 0.953194, -0.372412], [-1.983089, 0.037659, -1.939606], [-1.742433, 0.984737, -1.092012], [0.868759, -1.045413, -0.405068], [-2.241324, 1.064918, 1.405602], [2.395665, -0.557952, 1.604837], [-1.152885, 0.676268, 0.380776], [1.422448, 0.752836, -1.572453], [0.738946, -0.468306, -1.598787], [1.832423, -0.174426, 0.345179], [-0.722778, -0.725770, 0.549327], [2.871226, 2.295324, 0.082173], [0.876633, -2.803378, -0.384377], [-2.629253, 0.031839, -2.793062], [-1.639681, -1.052948, -1.817650], [-1.987736, 2.026615, -1.223145], [-2.312118, 0.370218, 2.220573], [-2.089192, 1.998256, 1.825756], [-3.138349, 1.035992, 0.873417], [1.813913, -0.257690, 2.435141], [2.486535, -1.706343, 1.660038], [3.410918, -0.088326, 1.765575], [-0.191021, 1.291580, 0.449356], [1.284535, 1.474993, -2.256450], [0.661491, -0.938598, -2.419311], [-1.291120, -1.373231, -0.154628], [-0.742608, -0.911981, 1.544069], [1.090368, -2.890061, 0.887141]], "atomic_forces_ev_per_a": [[-1.5, -0.6, -1.5], [-0.4, -3.3, -0.9], [1.0, 0.0, 3.1], [1.7, 1.6, 2.5], [1.4, -1.5, -0.9], [1.9, -1.5, 0.1], [0.9, 1.6, -1.6], [1.1, 0.2, 0.5], [0.9, 2.4, 2.6], [-1.4, -2.4, -1.3], [-1.2, -0.4, -3.3], [0.5, 0.5, 0.2], [0.2, -0.3, -1.5], [0.0, 0.9, -0.6], [-0.6, 1.6, 0.2], [-0.3, 0.1, -0.1], [0.1, -0.5, 0.4], [0.3, 2.0, 0.6], [-1.7, 0.1, -0.5], [-0.9, 0.5, 0.9], [0.2, 1.8, -0.2], [-1.1, -0.6, -0.5], [-1.4, -0.6, 0.4], [-0.3, 0.0, -0.1], [-0.1, -1.6, -2.8], [0.8, 1.4, 2.8], [-0.1, -0.9, -0.1], [0.1, -0.2, 1.4]], "charge": 1, "de_lowest_kj_mol": 147.3, "lumo_energy_ev": -2.94, "multiplicity": 1, "homo_energy_ev": -12.06, "gap_ev": 9.124}

No. 3
{"formula": "C7H15N4S2", "method": "wB97M-V/def2-TZVPD", "elements": ["H", "N", "N", "C", "S", "S", "C", "N", "C", "C", "N", "C", "C", "C", "H", "H", "H", "H", "H", "H", "H", "H", "H", "H", "H", "H", "H", "H"], "xyz": [[0.379019, -3.723179, -0.085916], [-0.045528, -3.629171, -1.020714], [-1.032695, -2.885240, -0.996405], [-1.702073, -2.740768, -2.255878], [-2.277474, -1.015349, -2.443168], [-3.412710, -0.953869, -0.729925], [-2.196005, -0.817648, 0.501800], [-1.279869, 0.102394, 0.598117], [-1.084874, 1.185272, -0.325476], [0.314603, 1.047058, -1.002797], [1.351865, 0.966188, -0.023331], [1.794898, 2.227417, 0.539660], [1.125950, -0.110641, 0.883263], [-0.252029, 0.031866, 1.601027], [-1.069657, -2.976681, -3.114625], [-2.584943, -3.384757, -2.253112], [-2.286397, -1.530639, 1.308291], [-1.100199, 2.121900, 0.239037], [-1.871907, 1.211389, -1.075911], [0.319067, 0.139599, -1.611163], [0.481244, 1.901635, -1.655338], [1.019679, 2.996180, 0.494718], [2.095362, 2.099907, 1.577321], [2.660462, 2.584630, -0.019815], [1.916541, -0.150231, 1.631613], [1.128902, -1.050097, 0.322818], [-0.420044, -0.812182, 2.269329], [-0.248051, 0.957289, 2.181186]], "atomic_forces_ev_per_a": [[-0.4, 0.3, 0.0], [-0.4, 0.1, -0.7], [1.1, -0.5, 1.3], [-0.5, 0.2, -0.7], [0.0, -0.3, 0.0], [-0.2, 0.0, -0.2], [0.6, 0.9, 0.0], [-1.3, -1.2, -0.1], [0.4, 0.9, -1.2], [-0.4, -0.1, 0.1], [0.4, -0.2, -0.1], [0.2, 0.1, -0.1], [-0.4, 0.0, 0.3], [1.2, -0.3, 0.8], [0.0, 0.0, 0.0], [0.1, 0.0, 0.0], [0.2, 0.0, 0.2], [-0.1, -0.1, 0.1], [0.0, 0.0, 0.2], [0.0, 0.1, 0.0], [-0.1, 0.0, 0.0], [0.0, 0.1, 0.1], [0.0, 0.0, 0.0], [0.0, 0.1, 0.1], [-0.1, -0.1, 0.0], [0.0, -0.1, 0.1], [-0.1, 0.0, 0.0], [-0.1, 0.0, 0.0]], "charge": 1, "de_lowest_kj_mol": 6.8, "lumo_energy_ev": -4.50, "multiplicity": 1, "homo_energy_ev": -11.96, "gap_ev": 7.454}

No. 4
{"formula": "C7H15N6O2PdS2Si", "method": "wB97M-V/def2-TZVPD", "elements": ["Pd", "C", "C", "N", "N", "C", "S", "N", "N", "H", "H", "H", "H", "H", "H", "S", "C", "N", "C", "Si", "C", "C", "H", "H", "H", "H", "H", "H", "H", "H", "H", "O", "N", "O"], "xyz": [[0.277720, -0.006587, 0.821223], [-3.753590, -2.625622, -1.856183], [-3.302476, -1.254404, -2.190541], [-3.778777, -0.511008, -3.132275], [-3.038647, 0.639631, -3.044331], [-2.094911, 0.633734, -2.078541], [-1.001210, 1.808956, -1.707676], [-2.290128, -0.608830, -1.515706], [-1.545728, -1.115267, -0.473750], [-4.599971, -2.878388, -2.489217], [-4.051045, -2.691230, -0.809098], [-2.953868, -3.348495, -2.024459], [-3.197185, 1.404587, -3.673099], [-1.026731, -1.941162, -0.739819], [-2.076016, -1.175014, 0.393159], [2.498255, -2.576455, -2.588586], [1.870285, -1.697458, -1.365146], [1.418509, -1.068363, -0.492727], [3.506829, -0.284433, 2.006051], [2.191617, 0.964036, 1.499573], [2.823454, 1.932965, 0.012714], [2.025316, 2.179661, 2.922382], [4.415811, 0.238776, 2.319323], [3.754728, -0.952259, 1.179429], [3.162031, -0.893984, 2.844177], [3.742309, 2.471989, 0.268243], [2.078259, 2.662652, -0.311191], [3.029827, 1.268258, -0.825765], [3.008997, 2.607936, 3.143464], [1.636929, 1.697452, 3.819984], [1.337384, 2.987092, 2.670723], [-0.990148, 1.564921, 3.016454], [-1.027050, 0.643734, 2.222728], [-2.050782, -0.077421, 2.178483]], "atomic_forces_ev_per_a": [[-0.1, -0.4, -0.5], [0.0, 0.0, 0.0], [0.0, 0.0, 0.0], [0.0, 0.0, 0.0], [0.0, 0.0, 0.0], [0.0, 0.0, -0.1], [0.0, 0.1, 0.1], [0.0, -0.1, -0.1], [0.0, 0.0, 0.2], [0.0, 0.0, 0.0], [0.0, 0.0, 0.0], [0.0, 0.0, 0.0], [0.0, 0.0, 0.0], [0.0, 0.0, 0.0], [0.0, 0.0, 0.1], [0.0, -0.1, 0.0], [0.0, 0.1, 0.1], [0.0, 0.1, 0.0], [0.0, 0.0, 0.0], [0.2, 0.2, 0.2], [0.0, 0.0, 0.0], [-0.1, 0.0, 0.0], [0.0, 0.0, 0.0], [0.0, 0.0, 0.0], [0.0, 0.0, 0.0], [0.0, 0.0, 0.0], [0.0, 0.0, 0.0], [0.0, 0.0, 0.0], [0.0, 0.0, 0.0], [0.0, 0.0, 0.0], [0.0, 0.0, 0.0], [0.1, 0.0, 0.0], [-0.2, 0.1, 0.1], [0.0, -0.1, 0.0]], "charge": -1, "de_lowest_kj_mol": 5.4, "lumo_energy_ev": 2.71, "multiplicity": 1, "homo_energy_ev": -4.86, "gap_ev": 7.569}

No. 5
{"formula": "C7H15NO", "method": "wB97M-V/def2-TZVPD", "elements": ["C", "C", "N", "C", "C", "H", "H", "H", "H", "H", "H", "H", "H", "H", "C", "C", "C", "O", "H", "H", "H", "H", "H", "H"], "xyz": [[-1.309584, -0.476060, -1.027202], [-0.614185, -1.251777, -0.004685], [0.720451, -1.617101, -0.315273], [-0.823549, -0.535669, 1.653441], [-1.319213, -1.866337, 1.163488], [-2.372799, -0.368561, -0.825298], [-1.159696, -0.861981, -2.035549], [-0.830408, 0.603216, -0.961194], [1.126307, -2.276295, 0.336743], [0.827986, -1.939768, -1.269600], [-1.587656, 0.207828, 1.831973], [-0.008269, -0.561528, 2.361008], [-0.834547, -2.743512, 1.587196], [-2.391935, -1.984938, 1.046847], [1.247017, 1.749339, -1.544410], [0.357272, 1.920741, -0.334824], [0.717275, 1.449331, 0.899284], [1.844970, 0.706409, 1.129380], [2.175753, 2.322240, -1.456570], [1.521734, 0.703398, -1.674952], [0.735237, 2.077557, -2.449140], [-0.281885, 2.795474, -0.337064], [0.341338, 1.900097, 1.805766], [1.918384, 0.047898, 0.420636]], "atomic_forces_ev_per_a": [[0.5, 2.3, -0.3], [-0.4, 0.9, 3.7], [0.7, 0.2, 0.0], [-0.2, -1.5, -1.8], [0.0, -0.4, -0.4], [0.0, -0.1, 0.0], [0.0, -0.1, -0.1], [-1.1, -1.9, -0.5], [-0.1, -0.1, -0.1], [-0.1, -0.1, 0.1], [0.1, 0.2, -0.3], [0.2, 0.1, -0.2], [-0.1, -0.1, 0.0], [0.0, -0.1, 0.1], [-0.3, -0.3, 0.0], [1.6, 0.6, 1.8], [0.7, 1.6, -1.8], [-0.5, -0.2, 0.0], [-0.1, 0.0, 0.1], [0.1, 0.0, -0.2], [0.0, -0.1, 0.0], [-0.5, -0.3, 0.0], [-0.3, -0.3, 0.1], [-0.1, -0.1, -0.1]], "de_lowest_kj_mol": 377.8, "lumo_energy_ev": 0.88, "multiplicity": 1, "homo_energy_ev": -7.70, "gap_ev": 8.577}

No. 6
{"formula": "C7H15NO", "method": "wB97M-V/def2-TZVPD", "elements": ["C", "C", "C", "N", "O", "H", "H", "H", "H", "H", "H", "H", "C", "C", "C", "C", "H", "H", "H", "H", "H", "H", "H", "H"], "xyz": [[-1.370209, 0.640681, 0.897995], [-0.679615, 1.572143, 1.833230], [-2.087280, 1.280307, -0.265232], [0.537556, 1.214611, 1.109852], [1.202873, 0.153489, 1.681321], [0.793482, -0.108067, 2.527531], [-1.982921, -0.095191, 1.423661], [-0.687781, 1.287433, 2.894709], [-0.885595, 2.634484, 1.702806], [-2.969115, 1.831474, 0.077089], [-2.430703, 0.531148, -0.979992], [-1.418998, 1.964821, -0.786258], [2.356299, -1.493801, -0.759244], [-0.160397, -1.531604, -0.454826], [0.995199, -1.004418, -1.171078], [0.846250, -0.069748, -2.124553], [-1.066905, -1.618305, -1.048867], [2.435128, -2.577827, -0.898530], [3.144957, -1.010846, -1.337640], [2.529332, -1.282214, 0.297182], [-0.677024, -0.546558, 0.299713], [0.009174, -2.444212, 0.110315], [-0.131761, 0.285817, -2.419314], [1.698054, 0.386384, -2.609870]], "atomic_forces_ev_per_a": [[-1.1, 1.5, 0.6], [0.3, -0.3, -0.2], [0.3, -0.3, 0.0], [-0.5, -0.8, 0.3], [0.0, 0.2, 0.1], [0.0, 0.2, -0.2], [0.4, -0.3, -0.1], [0.0, 0.1, -0.1], [0.0, 0.0, 0.1], [0.1, 0.0, 0.1], [0.0, 0.0, 0.0], [0.0, 0.1, 0.0], [0.0, 0.0, 0.0], [-1.6, 1.3, 1.2], [0.3, 0.6, -0.7], [0.2, -0.3, 0.4], [0.1, -0.3, -0.4], [0.0, 0.1, 0.0], [0.0, 0.0, 0.0], [0.0, 0.0, 0.0], [1.7, -1.9, -1.1], [0.0, 0.1, 0.2], [-0.1, 0.0, 0.0], [0.1, 0.0, 0.0]], "de_lowest_kj_mol": 688.1, "lumo_energy_ev": [-0.01, 0.58], "multiplicity": 1, "homo_energy_ev": [-7.77, -7.34], "gap_ev": [7.756, 7.919]}